DFT (ωB97M-V/def2-TZVPD) results for a 2-piece molecular cluster, C7H8N4O overall in a non-equilibrium geometry.

Geometry as XYZ:
```
20
Properties=species:S:1:pos:R:3:forces:R:3:mulliken_charge:R:1
C 0.535 -0.149 -2.380 -0.4 0.4 -0.1 0.183
C 1.172 -0.323 -3.674 0.4 -0.1 -0.7 -0.899
C 1.698 -0.467 -4.749 -0.4 0.1 0.8 0.239
C -0.254 -1.293 -1.922 -0.3 -0.2 -0.3 -0.217
C -0.900 -2.234 -1.545 0.0 0.1 -0.5 0.368
C -0.611 -0.193 1.871 -0.1 0.0 0.0 -0.179
C -0.798 1.248 1.631 0.1 0.1 -0.1 -0.214
H 2.166 -0.590 -5.695 0.0 0.0 -0.1 0.426
H -1.474 -3.065 -1.206 0.0 0.0 0.0 0.375
H 1.166 0.436 0.256 -0.2 0.3 0.1 0.323
H 1.490 -1.110 -0.218 -0.4 0.1 0.4 0.340
H -1.165 -0.651 2.685 0.0 0.0 0.0 0.526
H -0.787 1.598 0.600 0.0 0.0 0.1 0.540
H -0.442 1.009 4.074 -0.2 0.2 0.0 0.232
H -1.068 2.530 4.426 0.0 -0.1 0.0 0.265
N 0.756 -0.472 0.095 1.1 -0.7 2.2 -0.262
N 0.068 -0.996 1.142 0.1 -0.2 0.2 -0.744
N -1.073 2.129 2.516 0.0 -0.1 -0.2 -0.392
N -1.126 1.725 3.821 0.3 -0.2 0.2 -0.464
O 0.647 0.868 -1.728 0.0 0.3 -2.0 -0.446
```
Forces are in eV/Å.

Properties
SMILES: C#CC(=O)C#C.N/N=C\C=N/N
2S+1: 1
ΔE to the lowest compared entry with this formula, charge and spin in kcal per mole: 184.8
LUMO level in eV: -0.588
Kohn-Sham gap in eV: 7.625